(1)
10
Properties=species:S:1:pos:R:3 method="wB97M-V/def2-TZVPD" fmax_ev_per_a=2.8 e_above_lowest_ev=9.6641 orbital_gap_ev="9.48 / 9.50" e_homo_ev="-9.96 / -8.82"
C 0.30 -1.17 -1.28
C -0.36 -0.15 1.00
N 1.07 -0.18 -1.57
N -0.60 -0.49 -0.45
N 0.25 0.62 -0.75
N 0.52 0.97 0.53
H 0.30 -2.23 -1.73
H -1.35 0.04 1.37
H 0.35 -0.88 1.45
H -0.49 3.47 1.43

(2)
10
Properties=species:S:1:pos:R:3 method="wB97M-V/def2-TZVPD" fmax_ev_per_a=4.4 e_above_lowest_ev=1.7093 orbital_gap_ev=11.92 e_homo_ev=-10.74
C 1.63 0.06 0.03
C 0.09 -0.01 -0.06
H 2.02 -0.24 1.02
H 1.95 -0.55 -0.81
H 1.81 1.10 -0.06
H -2.64 -0.93 -0.19
N -0.56 1.22 -0.04
N -1.80 0.85 0.05
N -1.82 -0.42 0.07
N -0.67 -1.08 0.00

(3)
10
Properties=species:S:1:pos:R:3 method="wB97M-V/def2-TZVPD" fmax_ev_per_a=1.9 e_above_lowest_ev=3.5325 orbital_gap_ev=9.70 e_homo_ev=-9.25 smiles="[H]/N=N/[C@H]1N=C1N"
H 1.18 -2.40 1.49
N 1.13 -1.46 1.06
N 0.04 -0.98 1.43
C -0.27 0.28 0.85
N 1.05 1.07 0.11
C 0.03 0.67 -0.49
N -0.66 0.83 -1.63
H -1.10 0.76 1.39
H -1.29 0.07 -1.81
H -0.11 1.16 -2.41

(4)
10
Properties=species:S:1:pos:R:3 method="wB97M-V/def2-TZVPD" fmax_ev_per_a=0.4 e_above_lowest_ev=3.5586 orbital_gap_ev=9.44 e_homo_ev=-9.12
N -1.60 -0.58 -1.08
C -0.48 -0.26 -0.26
N -0.39 0.77 -1.01
N 1.35 1.11 0.41
C 1.14 0.03 1.09
N 0.10 -0.81 0.77
H -2.53 -0.37 -0.75
H -1.50 -1.25 -1.82
H 2.15 1.65 0.73
H 1.76 -0.29 1.93

(5)
10
Properties=species:S:1:pos:R:3 method="wB97M-V/def2-TZVPD" fmax_ev_per_a=1.4 e_above_lowest_ev=0.6970 orbital_gap_ev=10.08 e_homo_ev=-8.99 smiles=Nc1nc[nH]n1
N -0.80 1.42 0.99
C -0.13 0.48 0.26
N 0.59 -0.54 0.85
C 0.81 -1.33 -0.16
N 0.33 -0.81 -1.35
N -0.25 0.42 -1.03
H -0.40 1.64 1.88
H -1.07 2.21 0.42
H 1.41 -2.23 -0.09
H -0.49 -1.25 -1.76

(6)
10
Properties=species:S:1:pos:R:3 method="wB97M-V/def2-TZVPD" fmax_ev_per_a=1.9 e_above_lowest_ev=2.4382 orbital_gap_ev=10.04 e_homo_ev=-8.88
C -1.49 -0.56 0.04
N 0.25 0.82 -0.22
C 0.95 1.60 0.37
N 2.87 -0.78 -0.10
N 2.18 -1.61 -0.33
N -0.33 -0.12 -0.75
H -1.22 -0.61 1.10
H -1.79 -1.55 -0.31
H -2.33 0.14 -0.08
H 0.92 2.68 0.30